Record 1
DFT (wB97M-V/def2-TZVPD) results for 11 unconnected molecules or ions with the total composition C37H68NO32 in a non-equilibrium geometry.

Summary:
largest force on an atom: 9.12 eV Å⁻¹
LUMO: -0.1986 Ha

ORCA input file:
```
! wB97M-V def2-TZVPD RIJCOSX def2/J DEFGRID3
* xyz 1 1
O 8.717 -2.564 -0.119
C 7.590 -2.470 -0.868
C 6.664 -3.800 -1.263
C 5.113 -3.384 -0.801
C 4.498 -1.996 -1.501
C 2.967 -1.486 -1.060
C 2.190 -2.444 0.029
C 2.942 -3.780 0.613
N 4.343 -4.198 0.216
O 4.848 -5.317 0.824
H 7.282 -1.361 -1.178
H 7.090 -4.708 -0.625
H 6.730 -4.090 -2.394
H 5.154 -1.409 -2.289
H 2.535 -0.486 -1.524
H 1.118 -2.126 0.378
H 2.376 -4.433 1.414
H 4.623 -6.050 0.175
C 10.441 -5.704 -6.868
O 10.519 -4.414 -6.265
C 9.914 -4.326 -5.053
O 9.335 -5.232 -4.473
O 10.064 -3.056 -4.599
C 9.472 -2.815 -3.324
H 10.957 -5.660 -7.830
H 10.940 -6.453 -6.244
H 9.398 -5.983 -7.049
H 9.932 -3.448 -2.559
H 8.390 -2.979 -3.364
H 9.652 -1.770 -3.060
C -4.182 -3.565 1.624
O -3.673 -4.791 1.102
C -2.377 -4.733 0.703
O -1.653 -3.752 0.758
O -2.027 -5.957 0.233
C -0.679 -6.045 -0.226
H -5.224 -3.727 1.911
H -3.622 -3.263 2.515
H -4.152 -2.780 0.862
H 0.021 -5.842 0.591
H -0.510 -5.359 -1.062
H -0.508 -7.066 -0.579
C -1.505 -7.890 6.624
O -2.350 -7.246 5.673
C -2.420 -7.875 4.473
O -1.838 -8.904 4.167
O -3.251 -7.161 3.671
C -3.421 -7.709 2.366
H -1.523 -7.302 7.546
H -1.874 -8.895 6.850
H -0.473 -7.928 6.261
H -3.867 -8.707 2.422
H -2.466 -7.740 1.832
H -4.104 -7.058 1.813
C -8.596 1.655 0.491
O -7.594 0.671 0.737
C -6.322 1.140 0.673
O -5.994 2.291 0.431
O -5.479 0.107 0.925
C -4.096 0.456 0.890
H -9.573 1.170 0.568
H -8.547 2.451 1.241
H -8.494 2.066 -0.518
H -3.868 1.204 1.656
H -3.815 0.819 -0.103
H -3.515 -0.445 1.105
C 6.157 -5.767 3.399
O 5.871 -6.699 4.440
C 6.130 -7.992 4.119
O 6.570 -8.391 3.053
O 5.816 -8.762 5.191
C 6.039 -10.157 4.996
H 5.913 -4.766 3.765
H 7.221 -5.789 3.142
H 5.541 -5.972 2.518
H 7.099 -10.355 4.803
H 5.418 -10.538 4.179
H 5.754 -10.677 5.915
C -9.168 0.877 5.150
O -9.669 1.977 5.907
C -10.374 2.880 5.180
O -10.598 2.817 3.981
O -10.787 3.865 6.017
C -11.547 4.893 5.385
H -8.622 0.219 5.832
H -9.992 0.306 4.708
H -8.476 1.223 4.376
H -12.465 4.483 4.952
H -10.950 5.400 4.621
H -11.824 5.626 6.148
C -7.305 5.224 -1.225
O -8.706 5.055 -1.433
C -9.362 6.196 -1.765
O -8.859 7.301 -1.892
O -10.674 5.893 -1.932
C -11.492 7.005 -2.287
H -6.882 4.249 -0.965
H -6.818 5.576 -2.141
H -7.117 5.913 -0.396
H -11.174 7.429 -3.244
H -11.473 7.766 -1.499
H -12.520 6.648 -2.394
C 11.803 1.007 -5.553
O 11.881 2.297 -4.950
C 11.276 2.385 -3.739
O 10.697 1.480 -3.159
O 11.426 3.655 -3.285
C 10.834 3.896 -2.010
H 12.319 1.052 -6.516
H 12.302 0.259 -4.930
H 10.760 0.728 -5.734
H 11.294 3.263 -1.245
H 9.752 3.733 -2.050
H 11.014 4.942 -1.746
C -16.918 6.133 -2.522
O -17.283 7.480 -2.228
C -16.313 8.199 -1.609
O -15.203 7.792 -1.303
O -16.790 9.451 -1.391
C -15.870 10.325 -0.742
H -17.768 5.653 -3.015
H -16.063 6.105 -3.205
H -16.698 5.583 -1.601
H -14.973 10.465 -1.354
H -15.608 9.943 0.250
H -16.356 11.297 -0.619
C 13.155 7.413 -3.969
O 13.233 8.703 -3.366
C 12.628 8.791 -2.155
O 12.050 7.886 -1.575
O 12.778 10.061 -1.701
C 12.186 10.302 -0.426
H 13.671 7.458 -4.932
H 13.655 6.664 -3.346
H 12.112 7.134 -4.150
H 12.647 9.669 0.339
H 11.104 10.139 -0.466
H 12.367 11.348 -0.162
*
```

Record 2
DFT (wB97M-V/def2-TZVPD) results for 10 unconnected molecules or ions with the total composition C37H69FO12S in a non-equilibrium geometry.

Summary:
largest force on an atom: 9.18 eV Å⁻¹
LUMO: 0.0152 Ha

ORCA input file:
```
! wB97M-V def2-TZVPD RIJCOSX def2/J DEFGRID3
* xyz 0 1
C 4.590 -0.253 -0.308
C 3.299 0.387 -0.785
C 2.825 0.431 -2.356
C 1.330 -0.297 -2.530
C 0.176 0.778 -2.006
C -1.210 -0.038 -1.550
S -1.219 -0.077 0.353
O 3.689 -0.609 -3.007
C 4.811 0.053 -3.691
O 5.955 -0.411 -4.199
O 4.469 1.483 -3.686
C 3.064 1.781 -3.255
C 3.257 3.239 -2.533
C 2.115 3.625 -1.422
F 4.661 3.280 -2.011
H 5.332 0.335 0.415
H 4.813 -1.376 -0.621
H 2.613 0.825 0.073
H 1.080 -0.530 -3.668
H 1.279 -1.333 -1.940
H 0.557 1.304 -1.025
H -0.153 1.515 -2.853
H -2.163 0.597 -1.864
H -1.228 -1.136 -1.982
H -0.096 -0.818 0.771
H 2.398 1.687 -4.222
H 3.207 4.064 -3.376
H 2.461 4.656 -0.932
H 2.005 2.862 -0.541
H 1.112 3.868 -1.987
C -3.418 4.063 0.942
C -2.123 4.226 1.693
O -1.038 4.147 1.119
C -2.208 4.490 3.172
H -3.203 3.878 -0.116
H -3.974 3.211 1.341
H -4.012 4.976 1.023
H -2.710 3.657 3.670
H -2.748 5.423 3.353
H -1.197 4.586 3.582
C -3.236 -4.298 1.445
C -3.470 -3.673 0.096
O -3.185 -2.497 -0.122
C -4.068 -4.544 -0.977
H -2.801 -3.553 2.119
H -4.185 -4.639 1.866
H -2.538 -5.134 1.351
H -5.054 -4.896 -0.664
H -3.408 -5.391 -1.179
H -4.180 -3.960 -1.897
C -7.691 -7.609 -2.088
C -7.080 -7.483 -0.718
O -6.530 -6.444 -0.357
C -7.169 -8.678 0.193
H -7.552 -6.670 -2.635
H -7.199 -8.412 -2.642
H -8.762 -7.807 -2.001
H -6.653 -9.529 -0.259
H -8.216 -8.924 0.382
H -6.686 -8.443 1.148
C -4.623 8.562 5.436
C -4.910 7.229 4.798
O -4.001 6.501 4.404
C -6.353 6.822 4.660
H -3.540 8.723 5.469
H -5.078 9.362 4.847
H -5.009 8.575 6.458
H -6.885 7.545 4.036
H -6.816 6.758 5.648
H -6.408 5.839 4.182
C 9.707 4.175 -0.993
C 8.457 3.958 -0.181
O 8.497 3.891 1.046
C 7.158 3.826 -0.930
H 10.567 4.252 -0.320
H 9.864 3.329 -1.666
H 9.623 5.105 -1.562
H 7.202 2.965 -1.601
H 6.961 4.740 -1.496
H 6.342 3.674 -0.216
C -6.186 0.727 3.862
C -6.420 1.352 2.512
O -6.134 2.528 2.295
C -7.018 0.481 1.439
H -5.750 1.472 4.536
H -7.135 0.386 4.283
H -5.488 -0.109 3.768
H -8.004 0.129 1.753
H -6.357 -0.366 1.238
H -7.130 1.065 0.520
C 2.551 1.827 4.035
C 3.430 0.748 3.460
O 3.011 -0.027 2.601
C 4.840 0.654 3.977
H 1.561 1.775 3.569
H 2.438 1.679 5.112
H 2.984 2.808 3.828
H 4.830 0.454 5.051
H 5.376 1.583 3.767
H 5.357 -0.170 3.473
C 11.807 2.967 -5.434
C 10.557 2.750 -4.622
O 10.597 2.683 -3.395
C 9.258 2.618 -5.371
H 12.667 3.044 -4.761
H 11.964 2.121 -6.107
H 11.723 3.896 -6.002
H 9.302 1.756 -6.042
H 9.061 3.532 -5.937
H 8.442 2.465 -4.657
C -3.132 -10.832 0.059
C -4.160 -11.178 -0.986
O -5.361 -11.009 -0.781
C -3.660 -11.739 -2.290
H -3.637 -10.438 0.948
H -2.574 -11.728 0.342
H -2.454 -10.067 -0.326
H -3.126 -12.675 -2.112
H -3.005 -11.014 -2.780
H -4.513 -11.942 -2.948
*
```

no.,E (Eh)
1,-3912.47852
2,-2851.81470